*w*
{"formula": "C12H17N2", "method": "wB97M-V/def2-TZVPD", "species": ["C", "C", "C", "C", "C", "C", "C", "C", "C", "N", "C", "C", "N", "C", "H", "H", "H", "H", "H", "H", "H", "H", "H", "H", "H", "H", "H", "H", "H", "H", "H"], "positions_angstrom": [[-0.74, 3.14, -0.10], [-0.15, 2.12, 0.71], [1.30, 2.30, 1.07], [-0.79, 1.11, 1.26], [-1.70, 0.36, 1.82], [-2.08, -1.00, 1.22], [-1.33, -2.27, 1.74], [-0.06, -2.59, 1.03], [0.31, -2.17, -0.14], [0.77, -1.63, -1.14], [0.47, -1.80, -2.49], [0.94, -0.80, -3.14], [1.59, 0.07, -2.38], [1.64, -0.50, -1.06], [-1.79, 3.13, -0.07], [-0.48, 2.86, -1.12], [-0.46, 4.20, 0.03], [1.45, 3.35, 1.21], [1.94, 1.87, 0.24], [1.55, 1.63, 1.93], [-1.87, 0.47, 2.87], [-3.13, -1.07, 1.28], [-1.91, -0.95, -0.02], [-2.00, -3.03, 1.59], [-1.16, -2.13, 2.77], [0.55, -3.41, 1.43], [-0.14, -2.75, -2.72], [0.77, -0.73, -4.16], [2.21, 0.86, -2.73], [2.71, -0.80, -0.73], [1.58, 0.17, -0.21]], "molar_mass_da": 189.3, "total_charge": 1, "lumo_energy_ev": -3.56, "smiles": "CC(C)=C=CCCC=C=[N+]1C=CNC1", "homo_ev": -11.8, "orbital_gap_ev": 8.28}

---

*x*
{"formula": "C12H17N2", "method": "wB97M-V/def2-TZVPD", "species": ["C", "C", "C", "C", "C", "C", "C", "C", "C", "C", "C", "C", "N", "N", "H", "H", "H", "H", "H", "H", "H", "H", "H", "H", "H", "H", "H", "H", "H", "H", "H"], "positions_angstrom": [[-0.92, -1.63, 3.60], [-2.04, -2.03, 2.88], [0.11, -0.97, 2.93], [-2.02, -1.94, 1.49], [0.01, -0.76, 1.60], [-1.13, -1.14, 0.91], [1.09, -0.22, 0.75], [0.80, 0.46, -0.41], [-1.18, -0.73, -0.55], [-1.21, 1.76, -0.14], [-0.86, 0.81, -2.36], [3.02, 0.74, -2.49], [4.12, 1.37, -2.17], [-0.54, 0.58, -0.85], [-0.82, -1.48, 4.63], [-2.91, -2.24, 3.39], [1.01, -0.61, 3.31], [-2.96, -2.14, 0.94], [2.05, -0.56, 0.85], [-0.75, -1.40, -1.28], [-2.22, -0.76, -0.90], [-2.23, 1.67, -0.19], [-0.85, 1.85, 0.92], [-0.87, 2.69, -0.57], [-0.06, 1.52, -2.70], [-0.65, -0.19, -2.81], [-1.90, 1.17, -2.41], [1.79, 0.63, -1.09], [3.00, 0.17, -3.44], [5.12, 1.33, -2.53], [3.99, 2.07, -1.30]], "molar_mass_da": 189.3, "total_charge": 1, "lumo_energy_ev": -2.65, "homo_ev": -11.5, "orbital_gap_ev": 8.81}

---

Stability, highest: *x*

---

*w*
{"formula": "CH6NPS", "method": "wB97M-V/def2-TZVPD", "species": ["C", "S", "P", "N", "H", "H", "H", "H", "H", "H"], "positions_angstrom": [[-0.14, 1.44, -1.53], [-0.85, -0.10, -0.59], [0.45, -0.01, 1.04], [0.61, -1.69, 1.42], [0.81, 1.50, -0.98], [-0.86, 2.09, -1.36], [-0.09, 1.04, -2.48], [-0.73, 0.11, 2.27], [-0.26, -2.19, 1.57], [1.07, -2.19, 0.64]], "molar_mass_da": 95.1, "total_charge": 0, "lumo_energy_ev": 0.67, "smiles": "CSPN", "homo_ev": -8.7, "orbital_gap_ev": 9.42}

---

*x*
{"formula": "CH6NPS", "method": "wB97M-V/def2-TZVPD", "species": ["C", "N", "P", "S", "H", "H", "H", "H", "H", "H"], "positions_angstrom": [[-1.01, -1.30, -1.55], [2.05, 1.86, 1.67], [-2.21, -0.81, -0.59], [0.34, 0.84, 0.13], [-0.43, -2.17, -1.69], [-1.02, -0.58, -2.47], [2.10, 2.51, 0.94], [2.70, 1.25, 1.94], [-2.42, -1.92, 0.41], [-0.10, 0.31, 1.21]], "molar_mass_da": 95.1, "total_charge": 0, "lumo_energy_ev": [-1.49, -1.49], "homo_ev": [-9.1, -9.1], "orbital_gap_ev": [7.63, 7.63]}

---

Stability, highest: *w*

---

*w*
{"formula": "CH6NPS", "method": "wB97M-V/def2-TZVPD", "species": ["C", "P", "S", "H", "H", "H", "N", "H", "H", "H"], "positions_angstrom": [[-0.55, -0.76, 1.08], [0.77, -1.64, 0.52], [2.23, -0.23, 0.94], [-0.43, -0.01, 1.87], [-1.61, -0.79, 0.78], [3.31, -0.92, 1.45], [-0.85, 1.31, -1.83], [-0.88, 0.36, -2.21], [-1.81, 1.43, -1.41], [-0.17, 1.25, -1.17]], "molar_mass_da": 95.1, "total_charge": 0, "lumo_energy_ev": -0.32, "smiles": "C=PS.N", "homo_ev": -9.1, "orbital_gap_ev": 8.73}

---

*x*
{"formula": "CH6NPS", "method": "wB97M-V/def2-TZVPD", "species": ["C", "S", "N", "P", "H", "H", "H", "H", "H", "H"], "positions_angstrom": [[-0.88, -0.14, 1.53], [0.10, 0.36, 0.26], [0.28, -0.83, -1.01], [-0.27, 2.16, -0.53], [-1.85, -0.01, 1.21], [-0.56, -1.15, 1.68], [1.38, 0.28, 0.91], [0.35, -1.82, -0.60], [0.96, -0.69, -1.67], [0.49, 1.84, -1.78]], "molar_mass_da": 95.1, "total_charge": 0, "lumo_energy_ev": 0.20, "smiles": "C=[S@@H](N)=P", "homo_ev": -7.9, "orbital_gap_ev": 8.14}

---

Stability, highest: *w*

---

*w*
{"formula": "C19H35O4ReS3Si3", "method": "wB97M-V/def2-TZVPD", "species": ["Re", "C", "O", "Si", "C", "C", "C", "Si", "C", "C", "C", "Si", "C", "C", "C", "H", "H", "H", "H", "H", "H", "H", "H", "H", "H", "H", "H", "H", "H", "H", "H", "H", "H", "H", "H", "H", "H", "H", "H", "H", "H", "H", "O", "C", "O", "C", "C", "C", "C", "S", "C", "C", "H", "H", "H", "H", "H", "C", "O", "C", "S", "S", "H", "H", "H"], "positions_angstrom": [[-0.32, -0.36, -0.35], [-0.85, -0.58, 3.04], [-0.33, 0.10, 1.93], [0.93, 1.25, 1.98], [0.38, 2.77, 3.01], [2.39, 0.41, 2.87], [0.92, 1.32, 0.04], [-0.27, 2.70, -0.71], [-0.39, 2.67, -2.62], [-2.02, 2.44, 0.05], [0.39, 4.42, -0.23], [2.71, 1.35, -0.69], [2.76, 1.49, -2.59], [3.59, -0.25, -0.13], [3.62, 2.84, 0.08], [-1.27, 0.13, 3.75], [-0.07, -1.16, 3.54], [-1.64, -1.26, 2.70], [0.24, 2.50, 4.05], [-0.55, 3.21, 2.66], [1.15, 3.54, 2.98], [2.21, 0.36, 3.94], [3.32, 0.95, 2.72], [2.54, -0.61, 2.51], [-0.24, 1.68, -3.04], [0.34, 3.33, -3.06], [-1.37, 3.02, -2.93], [-2.22, 1.39, 0.29], [-2.80, 2.77, -0.64], [-2.14, 3.00, 0.97], [1.35, 4.62, -0.70], [0.50, 4.55, 0.84], [-0.31, 5.17, -0.59], [2.06, 0.82, -3.08], [3.75, 1.23, -2.94], [2.56, 2.50, -2.93], [2.89, -1.00, 0.23], [4.31, -0.05, 0.66], [4.14, -0.68, -0.96], [3.49, 3.74, -0.50], [4.68, 2.63, 0.11], [3.29, 3.04, 1.10], [-6.89, 1.60, -5.07], [-6.48, 1.63, -3.80], [-7.15, 2.14, -2.94], [-5.14, 1.03, -3.50], [-4.11, 1.03, -4.44], [-2.87, 0.53, -4.10], [-2.65, 0.04, -2.81], [-1.05, -0.65, -2.51], [-3.68, 0.02, -1.87], [-4.91, 0.54, -2.22], [-6.29, 1.13, -5.67], [-4.25, 1.43, -5.43], [-2.06, 0.53, -4.81], [-3.51, -0.41, -0.89], [-5.72, 0.57, -1.50], [1.99, -4.88, -2.25], [1.12, -4.41, -1.23], [0.97, -3.12, -1.10], [1.70, -1.97, -2.06], [-0.05, -2.64, 0.21], [1.81, -5.94, -2.34], [3.03, -4.69, -1.96], [1.79, -4.36, -3.19]], "multiplicity": 2, "molar_mass_da": 694.2, "total_charge": 1, "lumo_energy_ev": [-5.37, -4.94], "homo_ev": [-11.3, -11.4], "orbital_gap_ev": [5.97, 6.48]}

---

*x*
{"formula": "C19H35O4ReS3Si3", "method": "wB97M-V/def2-TZVPD", "species": ["Re", "C", "O", "Si", "C", "C", "C", "Si", "C", "C", "C", "Si", "C", "C", "C", "H", "H", "H", "H", "H", "H", "H", "H", "H", "H", "H", "H", "H", "H", "H", "H", "H", "H", "H", "H", "H", "H", "H", "H", "H", "H", "H", "O", "C", "O", "C", "C", "C", "C", "S", "C", "C", "H", "H", "H", "H", "H", "C", "O", "C", "S", "S", "H", "H", "H"], "positions_angstrom": [[0.23, -0.31, 0.64], [-0.49, 2.94, 0.72], [-0.70, 1.60, 0.26], [-2.14, 0.97, -0.48], [-2.50, 1.92, -2.03], [-3.50, 1.37, 0.73], [-1.42, -0.79, -0.50], [-2.54, -2.06, 0.43], [-4.31, -1.81, -0.15], [-2.53, -1.87, 2.30], [-2.04, -3.83, 0.07], [-0.96, -1.28, -2.32], [0.39, -0.11, -2.91], [-0.30, -3.02, -2.52], [-2.46, -1.21, -3.45], [-0.74, 3.64, -0.07], [0.56, 3.04, 0.98], [-1.11, 3.13, 1.60], [-2.60, 2.97, -1.77], [-3.46, 1.60, -2.43], [-1.75, 1.82, -2.81], [-3.49, 2.45, 0.90], [-3.40, 0.87, 1.69], [-4.48, 1.13, 0.32], [-4.85, -1.10, 0.46], [-4.84, -2.76, -0.07], [-4.39, -1.50, -1.19], [-2.85, -0.88, 2.64], [-1.56, -2.08, 2.75], [-3.23, -2.59, 2.71], [-2.37, -4.15, -0.92], [-2.54, -4.46, 0.80], [-0.97, -4.00, 0.15], [1.35, -0.40, -2.47], [0.22, 0.93, -2.67], [0.49, -0.20, -3.99], [0.34, -3.37, -1.72], [0.29, -3.03, -3.44], [-1.12, -3.73, -2.65], [-2.85, -0.22, -3.63], [-3.26, -1.84, -3.08], [-2.16, -1.62, -4.42], [3.36, -6.93, -2.68], [3.83, -5.69, -2.48], [4.77, -5.29, -3.11], [3.13, -4.83, -1.47], [2.37, -5.34, -0.43], [1.77, -4.48, 0.48], [1.91, -3.11, 0.34], [1.00, -2.13, 1.54], [2.69, -2.59, -0.69], [3.30, -3.45, -1.58], [2.53, -7.07, -2.20], [2.27, -6.41, -0.28], [1.20, -4.88, 1.31], [2.82, -1.53, -0.80], [3.93, -3.08, -2.38], [5.69, 1.14, 2.02], [4.45, 1.20, 1.30], [3.57, 0.25, 1.48], [3.69, -1.04, 2.45], [2.20, 0.75, 0.35], [6.24, 2.03, 1.72], [6.23, 0.23, 1.74], [5.49, 1.13, 3.09]], "multiplicity": 2, "molar_mass_da": 694.2, "total_charge": 1, "lumo_energy_ev": [-5.17, -4.71], "homo_ev": [-11.6, -11.4], "orbital_gap_ev": [6.39, 6.70]}

---

Stability, highest: *x*

---

*w*
{"formula": "C2H7S2", "method": "wB97M-V/def2-TZVPD", "species": ["C", "S", "H", "H", "H", "H", "C", "S", "H", "H", "H"], "positions_angstrom": [[1.53, -1.63, 1.00], [1.51, 0.07, 0.41], [2.58, -1.91, 1.17], [0.99, -1.64, 1.95], [1.04, -2.26, 0.26], [0.23, -0.09, -0.45], [-1.57, 1.64, -0.81], [-1.37, -0.14, -1.24], [-0.80, 2.21, -1.30], [-2.51, 1.96, -1.26], [-1.65, 1.78, 0.29]], "molar_mass_da": 95.2, "total_charge": -1, "lumo_energy_ev": 3.87, "homo_ev": -2.8, "orbital_gap_ev": 6.69}

---

*x*
{"formula": "C2H7S2", "method": "wB97M-V/def2-TZVPD", "species": ["S", "H", "C", "C", "S", "H", "H", "H", "H", "H", "H"], "positions_angstrom": [[-0.27, 2.80, -0.23], [-1.16, 3.23, -1.16], [1.17, -0.85, 0.12], [-0.32, -0.89, 0.53], [-1.52, -0.88, -0.81], [1.40, -1.62, -0.62], [1.22, 0.13, -0.37], [1.77, -0.93, 1.03], [-0.39, 0.08, 1.06], [-0.62, -1.61, 1.30], [-1.30, 0.53, -0.84]], "molar_mass_da": 95.2, "total_charge": -1, "lumo_energy_ev": 3.58, "homo_ev": -3.0, "orbital_gap_ev": 6.59}

---

*y*
{"formula": "C2H7S2", "method": "wB97M-V/def2-TZVPD", "species": ["S", "H", "C", "S", "C", "H", "H", "H", "H", "H", "H"], "positions_angstrom": [[3.85, -0.32, -0.08], [4.33, -1.49, 0.26], [-1.87, 0.11, -1.52], [-2.46, -0.01, 0.18], [-1.19, 0.59, 1.32], [-1.21, 0.92, -1.69], [-1.40, -0.82, -1.88], [-2.75, 0.23, -2.07], [-0.13, 0.46, 1.01], [-1.26, 0.18, 2.29], [-1.51, 1.61, 1.61]], "molar_mass_da": 95.2, "total_charge": -1, "lumo_energy_ev": 2.94, "homo_ev": -2.4, "orbital_gap_ev": 5.37}

---

Stability, highest: *x*